Formula: CH5BO
Source: OMol25
Level of theory: ωB97M-V with the def2-TZVPD basis set

XYZ file:
```
8
Properties=species:S:1:pos:R:3:forces:R:3
B -1.125 1.914 -1.227 -0.943 -1.127 -0.593
C 0.726 -1.138 0.844 -3.223 4.552 -2.911
O 0.000 1.875 -0.865 1.597 0.624 0.679
H -2.128 1.536 -1.652 -0.660 0.510 -0.092
H -0.095 -1.085 1.542 0.456 -0.293 0.927
H 0.125 -1.183 -0.099 0.514 -1.012 0.272
H 1.046 -0.071 0.576 0.374 -1.376 1.259
H 1.451 -1.849 0.881 1.886 -1.878 0.458
```
Forces are in eV/Å.

**Energy above the lowest of the compared OMol25 structures with the same formula, charge and spin**: 27.09 kcal/mol
**LUMO energy**: 0.585 eV
**SMILES**: B=O.C
**E_HOMO**: -11.833 eV
**Orbital gap**: 12.418 eV

Atomic partial charges in e from the Mulliken method, atoms 1 to 5: 0.23, -0.97, -0.26, 0.03, 0.26

Formula: C4H5NO
Source: OMol25
Level of theory: ωB97M-V with the def2-TZVPD basis set

XYZ file:
```
11
Properties=species:S:1:pos:R:3:forces:R:3
O -1.137 1.497 0.548 -0.115 0.246 0.343
C -1.161 -0.676 -0.178 0.400 -0.063 -0.175
C -0.555 0.247 0.861 -0.056 -0.112 0.107
N 0.888 0.316 0.568 0.030 0.077 -0.260
C 1.094 -0.344 -0.558 0.003 0.110 0.242
C -0.093 -0.922 -1.039 -0.222 -0.142 -0.031
H -2.049 1.258 0.315 0.150 0.192 -0.121
H -0.692 0.005 1.923 0.020 -0.218 -0.222
H 1.590 0.799 1.108 -0.119 -0.027 -0.147
H 2.091 -0.381 -0.993 -0.149 0.022 0.060
H -0.149 -1.422 -2.000 0.056 -0.085 0.203
```
Forces are in eV/Å.

**Energy above the lowest of the compared OMol25 structures with the same formula, charge and spin**: 76.63 kcal/mol
**LUMO energy**: -0.087 eV
**E_HOMO**: -8.166 eV
**Orbital gap**: 8.080 eV

Atomic partial charges in e from the Mulliken method, atoms 1 to 5: -0.51, -0.82, 0.43, -0.10, -0.23

Formula: C5H13NO
Source: OMol25
Level of theory: ωB97M-V with the def2-TZVPD basis set

XYZ file:
```
20
Properties=species:S:1:pos:R:3:forces:R:3
C -0.876 0.167 0.919 1.420 0.589 -3.033
C 0.401 -1.658 0.008 -0.367 2.277 -1.327
C -0.556 0.883 -0.941 -1.914 1.112 2.060
C 0.179 0.855 1.746 -0.193 0.083 0.103
C 0.750 1.369 -1.552 0.141 -0.509 0.267
N -0.729 -1.216 0.788 -0.797 -1.263 0.982
O 0.117 -2.836 -0.690 -0.002 -0.094 -0.024
H 0.211 -3.600 -0.110 0.041 0.145 0.028
H -1.568 -1.640 0.405 0.176 0.073 0.010
H -1.897 0.422 1.205 0.115 0.164 -0.294
H 1.289 -1.752 0.645 0.023 0.130 -0.335
H 0.435 -0.723 -0.770 0.871 -2.650 1.385
H -1.149 1.766 -0.696 0.016 0.312 -0.081
H -1.191 0.403 -1.690 0.148 -0.606 0.272
H 1.175 0.693 1.339 0.050 -0.027 -0.032
H 0.169 0.487 2.776 -0.035 -0.037 -0.026
H -0.013 1.927 1.770 0.070 0.050 -0.020
H 0.578 2.194 -2.247 -0.014 0.102 0.130
H 1.222 0.569 -2.126 0.179 0.041 0.039
H 1.452 1.690 -0.780 0.071 0.109 -0.104
```
Forces are in eV/Å.

**Energy above the lowest of the compared OMol25 structures with the same formula, charge and spin**: 71.43 kcal/mol
**LUMO energy**: 0.974 eV
**E_HOMO**: -8.155 eV
**Orbital gap**: 9.129 eV

Atomic partial charges in e from the Mulliken method, atoms 1 to 5: 0.11, 0.07, -0.92, -1.36, -0.96

Formula: C25H44AsIrN4O2S2Si3
Source: OMol25
Level of theory: ωB97M-V with the def2-TZVPD basis set

XYZ file:
```
82
Properties=species:S:1:pos:R:3:forces:R:3
Ir -0.522 -0.917 0.508 0.285 0.249 0.507
N -2.711 1.421 -0.703 -0.058 -0.009 0.035
C -2.722 0.247 -1.315 0.100 -0.092 -0.165
N -1.727 -0.612 -1.268 -0.136 0.076 0.088
C -2.008 -1.851 -1.980 -0.113 -0.014 -0.051
C -3.349 -1.711 -2.614 -0.075 0.025 -0.013
S -4.112 -0.230 -2.275 0.037 0.013 0.007
C -0.928 -3.615 -0.749 0.163 -0.120 0.076
C -0.633 -4.884 -1.048 -0.077 -0.023 -0.026
S 0.912 -5.295 -0.399 0.079 0.092 0.059
C 1.084 -3.697 0.225 -0.002 -0.132 0.006
N 0.028 -2.931 0.003 -0.245 0.178 -0.163
N 2.199 -3.281 0.846 0.017 -0.040 -0.023
H -1.917 1.696 -0.141 -0.005 0.002 -0.021
H -3.501 2.046 -0.758 0.011 0.014 0.015
H -3.852 -2.521 -3.119 -0.001 -0.007 0.018
H -1.210 -5.583 -1.630 -0.003 0.008 0.006
H 2.921 -3.947 1.071 0.013 0.011 0.017
H 2.190 -2.422 1.370 -0.016 -0.028 -0.014
C 1.469 2.252 -6.041 0.009 -0.001 -0.005
C 0.810 1.151 -5.316 -0.060 -0.045 0.018
C -0.359 0.547 -5.796 0.060 0.017 0.065
C -0.933 -0.506 -5.130 -0.015 0.003 -0.060
C -2.074 -1.245 -5.742 0.025 0.019 0.041
C -0.363 -0.921 -3.856 -0.024 -0.040 -0.103
C 0.862 -0.388 -3.389 0.033 -0.011 0.039
C 1.613 -0.968 -2.223 0.089 -0.103 0.019
C 1.409 0.643 -4.106 -0.021 0.031 -0.040
C -1.015 -2.096 -3.151 0.018 0.072 0.134
O -0.821 -3.189 -3.598 0.033 -0.010 -0.046
O -2.077 -2.957 -1.078 0.080 -0.013 -0.070
H 0.998 2.467 -6.995 0.007 0.006 0.000
H 2.530 2.025 -6.191 0.001 0.012 -0.001
H 1.449 3.159 -5.422 0.015 -0.012 0.010
H -0.782 0.881 -6.734 0.010 0.008 -0.004
H -2.430 -0.733 -6.631 -0.007 -0.019 -0.009
H -2.904 -1.363 -5.045 -0.005 0.000 0.000
H -1.753 -2.252 -6.025 0.008 0.002 0.013
H 1.688 -2.054 -2.311 -0.031 0.001 0.013
H 1.175 -0.747 -1.239 -0.125 0.113 -0.137
H 2.626 -0.568 -2.206 0.006 -0.016 0.012
H 2.344 1.082 -3.777 -0.003 0.031 -0.031
C 2.303 0.670 5.023 0.011 0.029 0.016
Si 1.938 -0.311 3.499 -0.049 -0.016 -0.042
C 3.424 -0.346 2.368 0.034 0.005 0.039
C 1.235 -1.986 3.930 0.027 0.011 0.021
As 0.203 0.772 2.205 -0.064 -0.251 -0.139
Si -1.836 0.608 3.516 0.119 -0.016 -0.186
C -2.423 -1.075 2.929 -0.043 0.008 0.084
C -2.994 1.971 3.026 -0.052 0.028 0.019
C -1.452 0.667 5.323 -0.022 -0.034 0.043
Si 1.030 2.879 1.375 -0.099 -0.196 0.036
C 1.954 3.658 2.775 0.051 0.080 -0.034
C -0.430 3.897 0.834 -0.011 0.132 0.011
C 2.094 2.409 -0.078 0.062 0.105 -0.041
H 3.094 0.145 5.569 -0.005 0.013 0.003
H 1.448 0.751 5.692 -0.015 0.003 -0.001
H 2.671 1.671 4.802 -0.005 -0.006 0.015
H 4.183 -1.018 2.777 0.001 0.012 -0.004
H 3.866 0.653 2.355 0.033 -0.018 -0.048
H 3.236 -0.632 1.331 -0.029 0.020 0.004
H 2.030 -2.621 4.332 -0.013 -0.003 0.004
H 0.757 -2.525 3.110 0.002 0.013 -0.016
H 0.495 -1.867 4.723 -0.023 -0.045 0.008
H -2.593 -1.111 1.838 -0.022 0.015 0.014
H -3.390 -1.315 3.381 0.005 -0.040 -0.038
H -1.731 -1.872 3.210 -0.006 0.001 0.008
H -3.242 1.980 1.965 0.013 -0.009 -0.022
H -2.608 2.951 3.308 -0.005 -0.002 0.001
H -3.930 1.825 3.575 0.004 0.023 -0.013
H -0.870 -0.188 5.665 0.021 0.001 0.018
H -2.402 0.654 5.866 0.019 -0.006 0.015
H -0.932 1.584 5.603 -0.001 0.011 -0.002
H 1.368 3.703 3.695 -0.011 0.002 -0.009
H 2.198 4.686 2.491 0.023 -0.002 0.037
H 2.895 3.147 2.983 -0.009 -0.002 0.004
H -1.186 4.006 1.613 0.005 -0.012 -0.014
H -0.903 3.544 -0.084 0.023 -0.033 -0.007
H -0.057 4.902 0.612 -0.037 -0.002 0.004
H 2.902 1.730 0.194 -0.002 -0.010 0.011
H 2.550 3.320 -0.478 0.015 -0.035 -0.029
H 1.501 1.954 -0.876 -0.020 -0.018 0.014
```
Forces are in eV/Å.

**Energy above the lowest of the compared OMol25 structures with the same formula, charge and spin**: 56.82 kcal/mol
**Expectation value of S²**: 8.78
**LUMO energy (spin up / spin down)**: -8.149 / -11.737 eV
**Spin multiplicity**: 6
**Charge**: +3
**E_HOMO (spin up / spin down)**: -15.924 / -16.171 eV
**Orbital gap (spin up / spin down)**: 7.775 / 4.435 eV

Atomic partial charges in e from the Mulliken method, atoms 1 to 5: 1.77, -0.05, 0.39, -0.58, 1.74

Formula: C12H26N6O6SSm
Source: OMol25
Level of theory: ωB97M-V with the def2-TZVPD basis set

XYZ file:
```
52
Properties=species:S:1:pos:R:3:forces:R:3
O 0.544 -3.662 -4.186 0.504 0.479 -0.082
H 0.649 -3.757 -5.139 -0.051 0.024 0.130
Sm 0.011 -0.441 -0.459 2.044 -4.245 1.904
N 1.549 -0.740 1.314 -0.845 -2.050 1.069
N 0.613 -2.652 -0.088 -0.596 0.174 1.935
N 0.337 1.826 -0.616 -1.788 3.571 -0.733
N -0.562 0.175 -2.588 -3.402 1.919 -0.793
O 1.940 0.310 1.972 0.390 1.265 0.021
O 0.789 2.711 0.403 -0.752 -0.956 -1.716
O -1.495 -0.749 -3.235 1.070 1.794 0.312
O -0.446 -3.241 -0.607 0.208 0.635 -1.018
C 0.920 -2.988 1.186 -0.078 0.093 -2.016
C 1.542 -1.945 1.938 0.436 1.760 -0.676
C -0.506 2.360 -1.525 2.902 -0.337 2.699
C -1.100 1.423 -2.478 0.977 -3.455 -1.786
C 2.110 -2.096 3.310 -0.024 -0.113 -0.041
H 1.640 -1.381 4.010 0.338 -0.278 -0.247
H 3.193 -1.877 3.258 -0.451 -0.040 0.252
H 1.949 -3.127 3.657 0.191 0.482 0.046
C 0.547 -4.353 1.628 -0.031 -0.499 0.267
H 0.890 -5.028 0.823 -0.339 0.100 0.443
H -0.545 -4.496 1.743 0.508 0.178 -0.137
H 1.044 -4.635 2.565 -0.185 0.062 -0.267
C -0.794 3.816 -1.548 -0.241 0.367 -0.440
C -2.211 1.830 -3.379 -0.731 0.501 0.153
H 0.025 4.368 -1.074 -0.282 -0.174 -0.079
H -1.741 4.067 -1.034 0.402 -0.157 -0.193
H -0.887 4.131 -2.600 -0.046 0.049 0.417
H -2.860 0.975 -3.605 0.292 0.265 0.008
H -1.774 2.207 -4.321 -0.109 -0.242 0.286
H -2.830 2.647 -2.969 0.359 -0.372 -0.069
H 1.287 2.121 1.017 0.201 -0.512 -0.028
H -1.344 -1.653 -2.894 0.715 0.074 0.029
C 1.570 -2.779 -3.699 -0.042 -0.418 -0.205
H 1.719 -3.053 -2.654 -0.041 0.236 0.017
H 1.269 -1.726 -3.799 0.011 -0.112 0.118
H 2.541 -2.891 -4.215 -0.451 -0.107 0.086
O 2.606 0.224 -1.140 -0.189 1.079 -0.257
H 2.670 1.187 -1.371 0.219 -1.375 0.393
H 3.208 0.069 -0.390 -0.341 0.168 -0.238
S -2.252 -0.457 0.963 -0.249 0.611 0.623
C -1.733 0.894 1.911 -0.231 0.536 0.881
N -2.167 2.166 1.742 0.348 -1.096 -0.261
C -1.780 3.028 2.848 -0.500 0.858 -0.144
C -0.870 2.137 3.680 0.728 0.170 0.622
N -0.952 0.863 3.006 -0.545 -1.229 -1.018
H -2.828 2.397 1.021 -0.101 -0.048 0.167
H -2.671 3.333 3.409 0.202 0.037 -0.125
H -1.264 3.920 2.475 -0.134 -0.172 0.155
H -1.210 2.037 4.716 0.106 0.094 -0.203
H 0.165 2.500 3.678 -0.172 -0.121 0.081
H -0.502 0.008 3.337 -0.204 0.523 -0.343
```
Forces are in eV/Å.

**Energy above the lowest of the compared OMol25 structures with the same formula, charge and spin**: 50.89 kcal/mol
**Expectation value of S²**: 9.00
**LUMO energy (spin up / spin down)**: -5.077 / -5.092 eV
**Spin multiplicity**: 6
**Charge**: +1
**E_HOMO (spin up / spin down)**: -9.509 / -9.384 eV
**Orbital gap (spin up / spin down)**: 4.432 / 4.291 eV

Atomic partial charges in e from the Mulliken method, atoms 1 to 5: -0.51, 0.29, 0.68, 0.65, 0.24

Formula: C19H19I2N5O2STm
Source: OMol25
Level of theory: ωB97M-V with the def2-TZVPD basis set

XYZ file:
```
49
Properties=species:S:1:pos:R:3:forces:R:3
Tm 1.326 -0.110 -0.381 1.397 0.497 -1.814
C -1.255 -0.622 -6.718 1.669 -1.354 -0.060
C -1.363 -0.281 -5.216 0.292 0.377 -1.975
N -0.053 0.257 -4.833 -1.079 -0.082 1.969
C 0.202 0.438 -3.494 -1.271 -1.455 -0.646
S 1.763 1.017 -3.041 -0.285 -0.337 0.893
N -0.870 0.063 -2.718 0.866 -0.250 -0.415
N -0.601 0.208 -1.390 -1.096 4.010 0.081
C -1.479 0.883 -0.602 -0.042 -3.248 -1.021
C -2.903 0.475 -0.534 -0.465 0.146 -3.053
C -0.947 1.799 0.341 3.235 0.271 2.082
C -1.636 2.455 1.346 -0.372 0.674 0.427
C -0.973 3.315 2.237 -0.474 0.279 -0.741
C 0.391 3.536 2.124 0.194 0.885 1.564
C 1.063 2.814 1.171 -1.425 -1.162 -1.651
N 0.441 1.951 0.310 -0.483 1.093 0.949
H -2.198 -0.848 -7.193 -0.265 -0.006 0.026
H -0.566 -1.541 -6.861 -1.159 1.189 0.323
H -0.735 0.148 -7.303 -0.417 0.173 0.239
H -1.580 -1.182 -4.668 -0.093 -0.216 0.356
H -2.184 0.439 -5.049 0.525 -0.184 0.122
H 0.652 0.353 -5.542 0.189 0.269 0.260
H -3.128 0.033 -1.550 0.043 0.464 0.936
H -3.557 1.326 -0.420 -0.385 0.043 0.359
H -3.094 -0.334 0.159 0.243 0.120 0.610
H -2.710 2.363 1.451 0.062 -0.145 -0.124
H -1.576 3.923 2.910 0.203 -0.395 0.118
H 0.930 4.246 2.831 -0.767 -1.016 -1.229
H 2.086 2.979 0.957 1.034 -0.099 0.120
I 0.000 -3.220 -1.252 0.808 0.409 0.228
C 1.866 -2.993 -2.261 1.159 -0.097 0.010
I 3.713 -1.733 -1.557 -1.459 -1.055 -0.248
H 1.612 -2.622 -3.245 0.320 0.213 -0.013
H 2.388 -3.953 -2.283 -0.412 0.261 -0.037
O -1.687 -1.344 2.204 1.679 0.203 0.547
C -0.514 -1.135 2.471 -0.746 0.296 0.023
N 0.458 -0.764 1.509 -0.228 -0.644 0.936
C 1.656 -0.607 2.124 -0.037 -0.168 0.839
O 2.695 -0.318 1.485 -0.280 0.356 -0.285
C 1.544 -0.812 3.576 0.175 -0.177 0.349
C 2.511 -0.760 4.574 -1.259 -0.233 -0.587
C 2.081 -1.065 5.859 0.496 -0.320 0.943
C 0.743 -1.377 6.124 -0.303 -0.259 0.160
C -0.217 -1.420 5.081 -1.388 0.082 1.896
C 0.215 -1.142 3.831 0.090 0.139 -1.847
H 3.519 -0.531 4.328 0.697 0.166 -0.012
H 2.850 -1.108 6.665 -0.914 0.133 -0.598
H 0.438 -1.633 7.158 0.224 0.280 -0.821
H -1.319 -1.565 5.285 1.505 -0.125 -0.187
```
Forces are in eV/Å.

**Expectation value of S²**: 2.08
**LUMO energy (spin up / spin down)**: -4.306 / -4.317 eV
**Spin multiplicity**: 3
**Charge**: +1
**E_HOMO (spin up / spin down)**: -10.628 / -10.486 eV
**Orbital gap (spin up / spin down)**: 6.322 / 6.169 eV

Atomic partial charges in e from the Mulliken method, atoms 1 to 5: -0.20, -1.31, -0.12, -0.15, 0.28

Formula: C4H9O3
Source: OMol25
Level of theory: ωB97M-V with the def2-TZVPD basis set

XYZ file:
```
16
Properties=species:S:1:pos:R:3:forces:R:3
C 1.868 -1.034 -0.111 -0.619 0.538 0.174
C 1.544 -1.630 1.277 0.427 -0.627 -1.607
O 0.696 -0.868 -0.856 -0.455 -0.320 -0.570
H 2.375 -0.058 -0.020 0.139 -0.134 0.203
H 2.512 -1.693 -0.705 0.156 -0.020 0.196
H 2.432 -1.677 1.904 -0.138 0.498 0.470
H -0.004 -0.270 -0.390 0.935 -0.210 -0.039
H 1.302 -2.679 1.074 -0.378 0.033 0.215
H 0.660 -1.098 1.619 0.254 0.026 0.645
C -2.075 1.697 -1.185 -0.336 -1.570 0.553
C -1.704 1.448 0.310 0.736 0.915 -0.737
O -2.301 2.121 1.153 -0.299 -0.092 0.277
O -0.739 0.649 0.503 -0.500 -0.013 0.523
H -1.619 0.892 -1.768 0.172 0.317 -0.222
H -1.795 2.673 -1.558 0.019 0.215 0.103
H -3.151 1.527 -1.247 -0.114 0.443 -0.185
```
Forces are in eV/Å.

**Energy above the lowest of the compared OMol25 structures with the same formula, charge and spin**: 10.00 kcal/mol
**LUMO energy**: 4.116 eV
**Charge**: -1
**E_HOMO**: -4.615 eV
**Orbital gap**: 8.731 eV

Atomic partial charges in e from the Mulliken method, atoms 1 to 5: -0.28, -0.90, -0.63, 0.25, 0.26

Formula: C4H6N2O
Source: OMol25
Level of theory: ωB97M-V with the def2-TZVPD basis set

XYZ file:
```
13
Properties=species:S:1:pos:R:3:forces:R:3
N -2.239 0.437 -0.253 -0.128 0.325 -0.106
C -0.880 0.070 -0.047 -0.087 -0.379 -0.012
C -0.834 -1.298 0.056 3.053 -0.422 -0.244
N 1.092 -1.376 0.077 -1.021 0.532 -0.140
C 1.384 -0.094 0.165 -0.699 0.242 -0.116
O 2.656 0.325 0.399 -0.253 -0.083 -0.022
C 0.305 0.792 0.040 -0.178 0.232 0.036
H -2.429 0.972 -1.086 0.114 0.240 0.172
H -2.740 0.761 0.560 0.137 0.088 -0.096
H -1.292 -1.862 -0.763 0.519 -0.373 0.538
H 1.931 -1.955 0.283 -1.447 -0.120 -0.067
H 2.633 1.290 0.491 0.086 -0.363 -0.018
H 0.407 1.865 0.041 -0.097 0.081 0.075
```
Forces are in eV/Å.

**Energy above the lowest of the compared OMol25 structures with the same formula, charge and spin**: 83.75 kcal/mol
**LUMO energy**: 0.736 eV
**E_HOMO**: -7.896 eV
**Orbital gap**: 8.632 eV

Atomic partial charges in e from the Mulliken method, atoms 1 to 5: -0.48, 0.44, -0.50, -0.37, 0.52

Number 1: DFT total energy -3841.86064 eV. Number 2: DFT total energy -7763.20365 eV. Number 3: DFT total energy -8930.91332 eV. Number 4: DFT total energy -145650.33428 eV. Number 5: DFT total energy -62819.45403 eV. Number 6: DFT total energy -88118.76299 eV. Number 7: DFT total energy -10438.03175 eV. Number 8: DFT total energy -9269.87003 eV.